The following is a quantum chemistry calculation of a 2-piece molecular cluster, C5H9BrClN3O4 overall, from OMol25.

Geometry as XYZ:
```
23
Properties=species:S:1:pos:R:3:mulliken_charge:R:1
Br 1.484 -3.501 0.483 -0.134
C 0.381 -2.126 -0.301 -0.707
C 0.801 -0.756 0.191 -0.456
C -0.091 0.411 -0.240 -0.772
N -1.527 0.070 -0.343 0.115
C -2.254 -0.209 -1.470 0.060
N -3.486 -0.530 -1.198 -0.601
N -3.533 -0.453 0.158 0.183
C -2.370 -0.098 0.672 0.031
H 0.491 -2.222 -1.382 0.437
H -0.643 -2.397 -0.033 0.284
H 1.751 -0.426 -0.215 0.448
H 0.913 -0.735 1.277 0.404
H 0.210 0.830 -1.200 0.226
H -0.020 1.217 0.490 0.392
H -1.834 -0.159 -2.463 0.453
H -4.390 -0.657 0.650 0.212
H -2.138 0.027 1.719 0.465
O 2.317 3.325 0.111 -0.677
Cl 3.276 2.395 0.664 1.674
O 4.598 2.698 0.201 -0.645
O 2.902 1.053 0.213 -0.737
O 3.216 2.424 2.101 -0.653
```

Computed properties:
E_tot	-100546.8012	eV
HOMO level	-8.53	eV
gap between HOMO and LUMO	7.3	eV
charge	0
2S+1	1
E_LUMO	-0.047	Ha
maximum force	0.6	eV/A